C23H52FN5O8P | ωB97M-V/def2-TZVPD

Geometry (Å):
N: 9.05712 3.13262 -1.42374
P: 8.64075 3.10934 -2.89444
O: 9.20326 4.32146 -3.77758
O: 9.02960 1.76111 -3.64269
C: 6.81240 3.17632 -3.11330
C: 6.02815 2.05869 -3.35432
C: 4.64253 2.14121 -3.45252
C: 4.06151 3.35149 -3.32741
N: 4.81274 4.44307 -3.08535
C: 6.14323 4.38045 -2.97544
F: 6.73104 5.51018 -2.71658
H: 9.66059 3.93072 -1.24905
H: 8.79276 4.37688 -4.65024
H: 8.53668 1.61294 -4.46084
H: 6.49848 1.09295 -3.45844
H: 4.01652 1.28692 -3.63155
H: 2.99832 3.48136 -3.41414
H: 4.35788 5.34356 -2.97305
C: 0.76738 5.06132 1.21822
O: 0.96328 3.90296 1.99947
C: -0.23083 3.16168 2.25463
C: -0.19712 1.82432 1.55027
N: -0.29236 1.98138 0.10168
C: -0.04946 0.75720 -0.65590
C: 1.32003 0.09914 -0.55183
O: 2.38209 0.85561 -1.12905
C: 2.95650 1.83787 -0.28599
H: 1.70249 5.62135 1.22291
H: 0.50854 4.81900 0.17879
H: -0.01736 5.69661 1.63719
H: -1.11772 3.73327 1.97235
H: -0.27827 2.98449 3.33106
H: -1.03940 1.22241 1.89994
H: 0.72994 1.31553 1.84731
H: 0.36845 2.68751 -0.19298
H: -0.22586 0.99224 -1.70977
H: -0.80276 0.01771 -0.36827
H: 1.27137 -0.83171 -1.12093
H: 1.57376 -0.18257 0.47483
H: 2.90910 1.56668 0.76893
H: 2.46188 2.80728 -0.42336
H: 3.99968 1.95805 -0.58889
C: 0.89361 -3.97459 -2.08833
O: 0.10788 -3.38706 -1.06842
C: -1.29284 -3.61724 -1.20705
C: -1.81104 -4.53889 -0.12422
N: -1.31930 -5.89795 -0.30313
C: -1.60176 -6.80081 0.81164
C: -0.97642 -6.49112 2.16773
O: 0.43163 -6.62859 2.20741
C: 1.17127 -5.49833 1.79251
H: 1.91166 -3.60420 -1.97133
H: 0.91332 -5.06613 -2.01397
H: 0.53022 -3.69181 -3.08087
H: -1.52747 -4.00889 -2.20039
H: -1.78977 -2.64780 -1.10143
H: -2.90394 -4.54926 -0.16602
H: -1.51572 -4.11049 0.84358
H: -0.31968 -5.87100 -0.45212
H: -1.26040 -7.79414 0.51191
H: -2.68694 -6.86451 0.93604
H: -1.36341 -7.22805 2.87552
H: -1.27366 -5.50780 2.55227
H: 0.65234 -4.56414 2.02400
H: 1.39655 -5.53377 0.72214
H: 2.12066 -5.51021 2.32868
C: -7.15909 -1.19586 3.17009
O: -6.18215 -1.50937 2.19440
C: -6.55753 -1.18629 0.86136
C: -5.71579 -0.05112 0.31824
N: -6.03005 1.21010 0.97738
C: -5.10894 2.30048 0.66984
C: -3.65280 2.15201 1.09702
O: -3.44786 2.17023 2.49966
C: -3.61446 0.92830 3.16148
H: -6.82652 -1.62374 4.11406
H: -7.27728 -0.11476 3.30068
H: -8.12838 -1.63132 2.91296
H: -7.62264 -0.94803 0.79876
H: -6.37545 -2.07536 0.25072
H: -5.90970 0.05285 -0.75349
H: -4.66179 -0.33706 0.44411
H: -6.04177 1.06669 1.97820
H: -5.50248 3.20007 1.14948
H: -5.13682 2.48017 -0.40954
H: -3.10800 3.01777 0.71192
H: -3.17251 1.27100 0.65382
H: -3.33616 0.08566 2.52239
H: -4.64020 0.79296 3.51228
H: -2.96531 0.93083 4.03808

Atoms 1-3, force components in eV/Å:
-0.2 0.3 -0.6
0.8 0.1 0.7
-0.6 -0.3 -0.1

Results
Molar mass   576.67 g mol⁻¹
HOMO level   -10.03 eV
Kohn-Sham gap   5.09 eV
Net charge   +1
Calculated total energy   -2224.12046 hartree